No. 1
Entry from the Open Molecules 2025 dataset: a molecular structure, C6H18KO6 at a distorted geometry (the ωB97M-V functional and the def2-TZVPD basis).

HOMO-LUMO gap = 8.064 eV
Energy above the lowest of the compared OMol25 structures with the same formula, charge and spin = 2.503 eV
Net charge = +1
Spin multiplicity = 1
Max |F| = 3.1 eV/A
LUMO = -4.22 eV
E_tot = -35116.2085 eV

Last column: Mulliken charge in e.
Geometry (Å):
K: -2.31408 15.59134 8.16082  0.996
C: -7.84813 13.81537 5.24186  -0.294
C: -8.28967 13.67222 6.70109  -0.376
O: -7.25836 13.65845 7.62552  -0.521
O: -8.97834 13.68334 4.40698  -0.501
H: -7.17323 12.98474 5.03530  0.241
H: -7.27026 14.72237 5.06440  0.273
H: -8.83731 12.74177 6.85091  0.267
H: -9.01715 14.42483 7.00515  0.291
H: -7.63820 13.50563 8.49382  0.318
H: -8.70578 13.83934 3.49980  0.305
C: 4.79547 16.46895 8.35192  -0.314
C: 4.05576 16.16722 9.66641  -0.404
O: 2.79387 16.83744 9.77882  -0.535
O: 4.93018 17.86785 8.01884  -0.503
H: 4.23270 15.98602 7.55306  0.232
H: 5.77213 15.98495 8.34983  0.342
H: 4.69667 16.34823 10.52929  0.272
H: 3.89189 15.09542 9.77814  0.288
H: 2.96166 17.66637 10.23305  0.324
H: 4.03235 18.19104 7.91373  0.298
C: -1.09271 10.59565 11.49769  -0.421
C: -1.67221 10.09180 10.13629  -0.348
O: -1.14232 10.96507 9.09176  -0.546
O: -1.84096 11.70232 12.07669  -0.539
H: -0.02161 10.79775 11.49488  0.335
H: -1.25326 9.73139 12.14219  0.313
H: -2.75490 10.21769 10.14139  0.260
H: -1.20580 9.11771 9.98893  0.328
H: -1.07630 10.47739 8.26750  0.305
H: -1.41233 11.91882 12.90796  0.315

=====

No. 2
Entry from the Open Molecules 2025 dataset: a molecular structure, C3LiMgNaO3 at a distorted geometry (the ωB97M-V functional and the def2-TZVPD basis).

HOMO-LUMO gap (alpha / beta) = 5.651 / 6.362 eV
Net charge = +1
Spin multiplicity = 2
Expectation value of S² = 0.751
Max |F| = 3.0 eV/A
LUMO (alpha / beta) = -4.32 / -4.51 eV
E_tot = -19312.2294 eV

Last column: Mulliken spin population.
Geometry (Å):
O: 1.03372 -1.94420 2.48067  0.001
C: 0.51842 -1.87085 1.41427  -0.019
O: 0.56908 -2.13745 0.25255  -0.037
Mg: -0.26116 -1.16367 -1.55010  1.091
Li: 0.61452 -0.05495 3.52495  -0.001
C: -0.42822 0.17665 1.71897  0.022
C: -0.34080 0.79278 0.64393  -0.040
O: -0.53396 0.90335 -0.61623  -0.028
Na: -0.31294 3.06375 -1.90894  0.009

=====

No. 3
Entry from the Open Molecules 2025 dataset: 8 unconnected molecules or ions with the total composition C5H26N2O8 at a distorted geometry (the ωB97M-V functional and the def2-TZVPD basis).

Structure (SMILES) = CC[C@H](CN)NC=O.O.O.O.O.O.O.O
HOMO-LUMO gap = 9.063 eV
Energy above the lowest of the compared OMol25 structures with the same formula, charge and spin = 5.015 eV
Net charge = 0
Spin multiplicity = 1
Max |F| = 8.3 eV/A
LUMO = 0.09 eV
E_tot = -24964.0136 eV

Last column: Mulliken charge in e.
Geometry (Å):
C: -0.17063 0.71392 0.20304  -0.639
N: 0.48703 -0.35544 -0.40844  0.348
C: -1.08735 -3.78810 0.87744  -1.167
C: -1.05325 -2.24408 0.72944  -0.606
C: 0.49344 -1.65080 0.19894  -0.022
C: 1.45987 -1.81867 1.28811  -0.825
N: 2.48054 -0.82421 1.51333  -0.539
O: -0.28792 1.78658 -0.31645  -0.592
H: -0.33284 0.39060 1.18063  0.814
H: 0.66182 -0.26921 -1.59184  0.358
H: -1.85333 -3.98619 1.65751  0.323
H: -0.12177 -4.39202 1.02540  0.266
H: -1.39407 -4.28916 -0.03447  0.360
H: -1.72266 -2.00288 -0.16111  0.224
H: -1.35527 -1.77509 1.58669  0.558
H: 0.89131 -2.30899 -0.67169  0.166
H: 0.94942 -2.08386 2.32485  0.296
H: 2.03003 -2.77902 1.14493  0.305
H: 2.25916 0.05088 2.09526  0.279
H: 2.99801 -0.50810 0.61190  0.242
H: 1.70074 2.36559 1.53668  0.237
H: 1.18255 1.89028 2.97706  0.310
O: 1.10808 1.83551 2.01057  -0.555
H: -1.96785 3.74240 0.13692  0.288
H: -1.73479 2.22579 0.32560  0.378
O: -2.24711 3.04952 0.75773  -0.715
H: -2.65757 0.90353 -2.14688  0.303
H: -2.61532 0.94399 -3.74320  0.307
O: -2.82334 1.42170 -2.91521  -0.618
H: -0.87389 2.45963 2.45949  0.401
H: -2.05367 2.55170 3.32960  0.313
O: -1.14551 2.53557 3.39396  -0.665
H: 0.40868 2.64121 -2.93520  0.327
H: -0.28357 1.71484 -2.20453  0.247
O: 0.32483 1.67202 -2.99785  -0.588
H: 2.91850 1.80859 -1.60538  0.279
H: 1.99144 1.44889 -0.43004  0.286
O: 2.54512 2.13195 -0.82339  -0.645
H: 0.28205 -1.10618 -3.93933  0.279
H: 0.17343 -2.45020 -3.30781  0.235
O: 0.43565 -1.65250 -3.13221  -0.554

=====

No. 4
Entry from the Open Molecules 2025 dataset: 2 unconnected molecules or ions with the total composition C7H8N4O at a distorted geometry (the ωB97M-V functional and the def2-TZVPD basis).

Structure (SMILES) = CC#C/C=N/O.c1cnnnc1
HOMO-LUMO gap = 8.355 eV
Energy above the lowest of the compared OMol25 structures with the same formula, charge and spin = 7.056 eV
Net charge = 0
Spin multiplicity = 1
Max |F| = 2.3 eV/A
LUMO = -0.40 eV
E_tot = -15389.8191 eV

Last column: Mulliken charge in e.
Geometry (Å):
C: 0.41525 2.62722 0.49243  -0.351
C: 0.90274 2.85105 -0.77946  -0.145
C: 0.44245 1.30158 0.89067  0.110
C: -1.41764 -2.05591 3.43394  -1.101
C: -1.16887 -1.69371 2.02767  0.151
C: -0.96431 -1.41458 0.88456  -0.191
C: -0.72716 -1.03125 -0.48278  -0.030
H: 0.04754 3.41992 1.13626  0.374
H: 0.93480 3.85169 -1.22369  0.412
H: 0.10072 0.97227 1.86223  0.396
H: -0.65182 -2.70320 3.77962  0.325
H: -2.38189 -2.58326 3.53348  0.294
H: -1.45404 -1.15110 4.04984  0.283
H: -0.79450 0.03651 -0.75974  0.639
H: -0.32498 -0.42534 -2.61926  0.316
N: 1.35352 1.86819 -1.55551  -0.296
N: 1.34883 0.62613 -1.10403  -0.399
N: 0.91189 0.33575 0.10229  -0.100
N: -0.48988 -1.90259 -1.37565  -0.352
O: -0.28015 -1.42703 -2.62882  -0.336

=====

No. 5
Entry from the Open Molecules 2025 dataset: a single C4H10N2 molecule (the ωB97M-V functional and the def2-TZVPD basis).

Structure (SMILES) = CC1N(C)N1C
HOMO-LUMO gap = 10.195 eV
Energy above the lowest of the compared OMol25 structures with the same formula, charge and spin = 2.254 eV
Net charge = 0
Spin multiplicity = 1
Max |F| = 0.8 eV/A
LUMO = 1.20 eV
E_tot = -7288.3660 eV

Last column: Mulliken charge in e.
Geometry (Å):
C: -0.70385 0.17825 0.33514  0.520
C: -1.08423 -1.02652 1.15801  -1.311
C: 1.00258 1.95086 0.23386  -0.825
C: 0.37998 -1.18294 -1.44407  -0.872
N: 0.67124 0.54549 0.24710  -0.352
N: -0.04497 0.10007 -0.93122  -0.326
H: -1.43848 0.98654 0.37353  0.366
H: -0.24775 -1.71291 1.24526  0.326
H: -1.92675 -1.54100 0.69954  0.296
H: -1.37304 -0.70386 2.15514  0.346
H: 1.95027 2.07214 -0.28825  0.250
H: 0.23919 2.56098 -0.26181  0.355
H: 1.11852 2.27950 1.26687  0.299
H: 1.04537 -0.99509 -2.28611  0.288
H: 0.90911 -1.78853 -0.70426  0.353
H: -0.49719 -1.72297 -1.79875  0.286

=====

No. 6
Entry from the Open Molecules 2025 dataset: a single C4H9NO molecule (the ωB97M-V functional and the def2-TZVPD basis).

HOMO-LUMO gap = 8.911 eV
Energy above the lowest of the compared OMol25 structures with the same formula, charge and spin = 4.602 eV
Net charge = 0
Spin multiplicity = 1
Max |F| = 0.8 eV/A
LUMO = 0.71 eV
E_tot = -7827.7178 eV

Last column: Mulliken charge in e.
Geometry (Å):
C: -0.06990 0.90177 1.63465  -1.270
C: 0.69180 -0.02144 0.69711  0.362
O: 0.48826 -1.34941 1.12855  -0.549
C: 0.32416 0.20161 -0.77103  -0.097
C: 0.48544 -0.87406 -1.75760  -0.707
N: -1.01158 -0.29923 -1.14478  -0.415
H: 0.20051 0.66544 2.66806  0.340
H: 0.16624 1.95108 1.43539  0.351
H: -1.15096 0.75157 1.52613  0.281
H: 1.77076 0.16410 0.76863  0.234
H: 0.01429 -1.82257 0.43909  0.291
H: 0.37360 1.26065 -1.05865  0.433
H: -1.19391 -1.27205 -0.98859  0.312
H: 0.50300 -0.45494 -2.77329  0.185
H: -1.59171 0.19750 -1.80367  0.250

=====

Question: The highest max |F| belongs to which entry?
Answer: C5H26N2O8